Entry 1:
The following is a quantum chemistry calculation of 2 unconnected molecules or ions with the total composition C7H14N2OS, from the OMol25 dataset.

Computed properties:
Relative energy (zero: lowest compared OMol25 entry of this formula, charge and spin) ... 51.9 kcal per mole
Calculated total energy ... -23344.222 eV
Charge ... 0
Multiplicity ... 1
Molecular weight ... 174.3 g/mol

Positions of all 25 atoms, in Å:
C  -4.414  -1.280  0.061
C  0.625  -0.791  -1.357
C  2.041  1.071  -0.234
C  2.150  -1.415  0.459
C  -2.524  2.007  0.016
C  -0.830  -0.596  0.945
C  1.273  -0.229  -0.073
N  -4.862  -2.307  0.329
N  -3.999  -0.080  -0.006
O  0.251  0.158  0.807
S  -2.602  0.329  -0.548
H  1.278  -0.623  -2.187
H  0.315  -1.899  -1.257
H  -0.200  -0.259  -1.664
H  2.608  1.083  -1.230
H  2.630  1.162  0.647
H  1.325  1.800  -0.349
H  2.900  -1.620  -0.258
H  2.862  -1.196  1.232
H  1.504  -2.320  0.590
H  -1.453  2.065  0.372
H  -3.162  2.192  0.743
H  -2.596  2.750  -0.872
H  -1.015  -1.651  0.575
H  -1.388  -0.371  1.909



Entry 2:
The following is a quantum chemistry calculation of a molecular structure, C3H7NS2, from the OMol25 dataset.

Computed properties:
Relative energy (zero: lowest compared OMol25 entry of this formula, charge and spin) ... 77.7 kcal per mole
Calculated total energy ... -26381.806 eV
Charge ... 0
Multiplicity ... 1
Molecular weight ... 121.2 g/mol

Positions of all 13 atoms, in Å:
C  3.149  -0.216  -0.052
C  0.698  -0.772  0.429
C  -0.693  -0.238  0.146
H  3.168  -1.457  -0.004
H  3.631  0.280  -1.228
H  3.602  0.029  1.002
H  1.353  0.160  -1.200
H  0.769  -0.495  1.545
H  0.858  -1.886  0.211
H  0.497  1.674  0.052
N  1.642  -0.021  -0.278
S  -0.797  1.551  0.053
S  -1.972  -0.976  -0.151



Entry 3:
The following is a quantum chemistry calculation of a single C5H14N molecule, from the OMol25 dataset.

Computed properties:
Relative energy (zero: lowest compared OMol25 entry of this formula, charge and spin) ... 38.0 kcal per mole
Calculated total energy ... -6898.733 eV
Charge ... 0
Multiplicity ... 2
Molecular weight ... 88.2 g/mol

Positions of all 20 atoms, in Å:
C  -0.617  0.080  1.299
C  -0.004  -0.187  -0.128
C  -0.678  0.774  -1.112
C  1.511  0.012  -0.018
C  2.216  -0.339  -1.337
N  -2.102  -0.307  1.235
H  -0.511  1.126  1.572
H  -0.195  -0.558  2.067
H  -0.286  -1.216  -0.374
H  -1.423  0.303  -1.771
H  -1.298  1.546  -0.651
H  0.030  1.092  -1.882
H  1.773  1.009  0.380
H  1.886  -0.632  0.797
H  1.730  -0.055  -2.265
H  3.165  0.197  -1.262
H  2.496  -1.395  -1.293
H  -2.567  0.147  2.057
H  -2.616  -0.089  0.347
H  -2.138  -1.344  1.353



Entry 4:
The following is a quantum chemistry calculation of a molecular structure, C12H33AgN3O3, from the OMol25 dataset.

Computed properties:
Relative energy (zero: lowest compared OMol25 entry of this formula, charge and spin) ... 14.8 kcal per mole
Calculated total energy ... -27584.857 eV
Charge ... +1
Multiplicity ... 1
Molecular weight ... 375.3 g/mol

Positions of all 52 atoms, in Å:
Ag  0.040  0.145  0.253
C  -1.115  3.347  1.865
C  -0.627  3.233  0.433
C  0.887  3.061  0.320
O  1.328  2.036  1.207
C  2.723  1.924  1.258
N  -1.318  2.196  -0.330
H  -0.571  4.090  2.438
H  -1.048  2.397  2.413
H  -2.202  3.476  1.905
H  -0.735  4.236  -0.008
H  1.368  3.993  0.636
H  1.125  2.839  -0.728
H  2.986  1.236  2.065
H  3.319  2.830  1.410
H  3.126  1.454  0.344
H  -1.457  2.510  -1.289
H  -2.288  2.138  -0.018
C  -3.611  -2.243  1.774
C  -2.360  -1.377  1.569
C  -1.206  -1.807  2.473
O  -0.060  -1.029  2.232
C  1.157  -1.620  2.639
N  -1.890  -1.518  0.149
H  -4.419  -1.888  1.141
H  -3.905  -2.245  2.826
H  -3.355  -3.269  1.497
H  -2.686  -0.348  1.741
H  -1.007  -2.876  2.316
H  -1.554  -1.727  3.510
H  1.982  -0.942  2.444
H  1.332  -2.558  2.096
H  1.142  -1.859  3.707
H  -1.383  -2.398  0.122
H  -2.675  -1.598  -0.485
C  3.147  -1.604  -2.899
C  1.998  -0.781  -2.287
C  0.756  -0.972  -3.127
O  -0.308  -0.283  -2.478
C  -1.380  -0.002  -3.337
N  1.779  -1.207  -0.886
H  2.865  -2.654  -2.765
H  4.115  -1.429  -2.433
H  3.272  -1.468  -3.976
H  2.339  0.256  -2.272
H  0.497  -2.009  -3.368
H  0.921  -0.503  -4.105
H  -1.120  0.705  -4.135
H  -2.113  0.574  -2.755
H  -1.907  -0.876  -3.726
H  2.685  -1.419  -0.465
H  1.411  -2.164  -0.909